# 1
Entry from OMol25: an isolated molecule of CH4N2OS (wB97M-V/def2-TZVPD).

Structure (XYZ):
```
9
Properties=species:S:1:pos:R:3:forces:R:3
O -2.18202 -0.50187 -0.06248 -1.067 -0.287 -0.215
N -0.80897 -0.64727 0.01153 1.130 0.740 0.125
C -0.28755 0.51147 -0.09244 -1.385 -0.847 0.180
N 1.03969 0.66486 -0.07516 2.173 2.058 0.326
S 2.08926 -0.64674 -0.17848 0.358 0.106 0.055
H -2.36605 -1.26528 -0.60573 -0.798 -0.315 -0.077
H -0.92731 1.38131 -0.20633 0.161 0.177 0.047
H 1.40830 1.62850 0.12237 -0.431 -1.770 -0.343
H 2.03465 -1.12499 1.08671 -0.142 0.137 -0.100
```
Positions in Å, forces in eV/Å.

The net charge is 0. The SMILES is O/N=C/NS. For the largest force on an atom, the calculation gives 3.0 eV Å⁻¹. The value obtained for the electronic energy is -623.3548 Ha.

***

# 2
Entry from OMol25: a structure of composition C15H15N16O3RuS (wB97M-V/def2-TZVPD).

Structure (XYZ):
```
51
Properties=species:S:1:pos:R:3:forces:R:3
Ru -0.91252 -0.02726 -0.52908 -1.489 1.207 -0.249
O -1.69387 -1.92738 0.22852 -0.264 0.144 0.116
N -0.80294 -2.90491 0.14320 0.087 -0.036 0.042
C -0.66139 -3.73583 1.19427 -0.059 -0.007 0.081
C 0.24820 -4.75955 1.18724 -0.004 -0.144 0.072
C 1.01997 -4.96557 0.03892 -0.078 0.060 -0.103
C 0.86571 -4.11524 -1.02795 -0.038 -0.091 0.159
C -0.03743 -3.02954 -0.98326 0.036 0.103 -0.376
S -0.21824 -1.87882 -2.21666 0.403 0.502 0.674
H -1.31010 -3.51200 2.02811 -0.011 0.062 -0.023
H 0.35792 -5.38243 2.06445 -0.077 0.004 -0.035
H 1.72286 -5.78880 -0.00618 0.028 0.072 -0.006
H 1.45157 -4.22408 -1.93009 -0.020 0.038 0.022
N -3.27622 2.86174 1.85814 -0.100 0.049 0.010
C -3.18520 2.32596 0.63181 -0.271 0.126 -0.418
N -2.24479 1.42509 0.64316 1.335 -1.240 0.141
C -1.77630 1.44224 1.91905 0.019 0.015 0.052
N -2.38333 2.30506 2.69322 -0.019 0.124 0.308
C -0.71512 0.52374 2.34170 -0.203 0.485 0.550
C -0.50552 0.22003 3.68055 -0.269 0.187 0.216
N 0.36452 -0.69232 4.09779 -0.257 0.373 0.115
C 1.04628 -1.28837 3.13349 0.284 -0.047 -0.140
C 0.86057 -0.98234 1.79689 0.472 0.033 -0.210
N -0.01541 -0.06151 1.37924 0.322 -1.504 -0.248
H -3.89037 3.58109 2.19313 -0.041 0.031 -0.055
H -3.79787 2.59840 -0.21586 0.042 -0.010 0.046
H -1.10825 0.73296 4.42177 0.061 -0.057 0.033
H 1.77928 -2.02639 3.43943 -0.055 -0.067 -0.141
H 1.43212 -1.48778 1.03053 -0.045 -0.031 -0.053
N -1.33751 2.51052 -2.84841 0.031 -0.137 0.018
C -0.33705 2.66793 -1.91814 0.051 0.071 0.007
N 0.43015 3.74767 -1.83435 0.134 0.135 0.059
N 1.25106 3.49759 -0.79939 -0.253 -0.149 -0.129
N 0.98682 2.33722 -0.28779 -0.234 0.154 -0.127
N -0.02349 1.77502 -0.99034 0.224 -0.185 -0.180
C -2.32393 1.54137 -2.75219 0.144 -0.053 -0.006
N -3.49169 1.61493 -3.36274 -0.197 0.090 -0.032
N -4.14033 0.48694 -2.98415 0.344 0.011 0.105
N -3.39588 -0.21433 -2.19401 -0.038 0.288 -0.204
N -2.21480 0.43032 -2.03263 -0.556 -0.575 -0.131
H -1.50149 3.27935 -3.47187 -0.061 0.023 0.007
N 3.74880 1.48507 0.14034 -0.032 0.014 -0.077
C 3.80696 1.46697 -1.32479 -0.100 0.015 0.224
C 2.77659 0.49781 -1.89760 0.106 0.065 0.097
O 2.53604 0.42598 -3.06981 -0.012 -0.023 -0.019
O 2.19111 -0.28213 -0.98106 0.414 -0.262 -0.148
H 4.53577 1.98556 0.52710 0.112 -0.056 0.000
H 2.57696 -0.02009 -0.12449 0.115 0.149 0.043
H 2.90430 1.99051 0.40578 0.012 0.028 0.002
H 4.78439 1.11110 -1.65163 0.048 -0.013 -0.009
H 3.62309 2.43854 -1.78335 -0.040 0.031 -0.077
```
Positions in Å, forces in eV/Å.

The net charge is -1. For the largest force on an atom, the calculation gives 1.9 eV Å⁻¹. The value obtained for the electronic energy is -2175.5726 Ha.

***

# 3
Entry from OMol25: a cluster of 2 separate species, C11H23N2O3S2Si in total (wB97M-V/def2-TZVPD).

Structure (XYZ):
```
42
Properties=species:S:1:pos:R:3:forces:R:3
C -1.24384 0.56002 3.08978 0.870 0.078 0.056
Si -0.11375 0.18973 1.58052 -3.120 -1.685 -0.599
C -0.74360 1.01855 -0.00193 0.894 0.712 0.235
C -0.06256 -1.70056 1.40500 0.293 -0.109 -0.020
S 1.89660 0.98369 1.94407 1.174 0.501 0.297
C 2.77674 -0.08149 3.17423 0.746 -1.299 0.008
C 4.34352 0.22418 3.24522 -0.667 -0.381 0.316
S 4.77509 1.94115 2.76922 0.838 -0.501 -0.443
C 4.96236 2.05162 0.98267 -1.335 1.686 -0.342
N 4.45554 3.16245 0.43346 0.637 -2.263 0.964
N 4.70967 3.08781 -0.90947 1.710 -2.488 -0.075
C 5.37020 1.94220 -1.09958 -1.243 2.355 -0.207
O 5.55650 1.22309 0.06860 -0.452 1.205 -0.349
H -1.26219 -0.30874 3.79604 -0.024 0.710 -0.644
H -2.26482 0.71655 2.65439 0.882 0.034 0.545
H -0.87468 1.45008 3.65526 -0.707 -0.503 -0.395
H -0.51717 0.38177 -0.90407 -0.312 0.769 1.081
H -0.22098 2.01281 -0.09050 -0.621 -0.742 -0.176
H -1.84580 1.22048 0.08351 1.030 -0.319 -0.056
H 0.13176 -2.14735 2.41311 0.099 0.138 -0.913
H -1.04060 -2.12799 1.05226 0.758 0.703 0.279
H 0.70061 -1.99802 0.64242 -0.502 -0.006 0.752
H 2.58185 0.79410 0.76443 -0.455 -0.239 0.690
H 2.66527 -1.17097 2.91973 -0.164 1.104 0.051
H 2.26212 0.06355 4.15914 0.391 0.278 -0.992
H 4.61258 0.13361 4.33399 -0.091 0.332 -1.072
H 4.93901 -0.56695 2.72818 -0.574 0.834 0.140
H 5.70757 1.69006 -2.12301 0.012 -0.609 1.251
O -1.06661 -0.62752 -2.37909 -0.337 -0.323 -0.074
C -2.22549 -0.64632 -2.72211 -0.035 -0.208 -0.577
O -3.16411 -1.07777 -1.86779 0.333 0.174 0.572
C -4.57778 -0.99306 -2.11020 -0.349 -0.165 -0.262
C -5.06233 -2.15796 -2.94841 0.149 -0.095 -0.127
C -2.62086 -0.27691 -4.12697 -0.207 0.561 0.004
H -4.84106 -0.02585 -2.54233 0.113 -0.040 -0.063
H -5.05493 -1.03313 -1.13045 0.269 0.020 0.050
H -4.59561 -2.16791 -3.93437 -0.087 0.077 -0.001
H -6.14409 -2.11179 -3.08028 0.039 0.011 0.032
H -4.80600 -3.10375 -2.46790 -0.078 0.069 0.062
H -2.43925 -1.12913 -4.78233 0.012 0.033 0.036
H -2.00405 0.56211 -4.44766 0.154 -0.213 -0.013
H -3.65484 0.04357 -4.22679 -0.041 -0.194 -0.022
```
Positions in Å, forces in eV/Å.

The net charge is +1. For the largest force on an atom, the calculation gives 3.6 eV Å⁻¹. The value obtained for the electronic energy is -1853.7517 Ha.

***

# 4
Entry from OMol25: a structure of composition C14H13AlN3O6S (wB97M-V/def2-TZVPD).

Structure (XYZ):
```
38
Properties=species:S:1:pos:R:3:forces:R:3
Al -0.17543 -0.27452 -0.21601 -0.264 -0.819 0.499
O -2.47750 -0.66437 2.96835 -0.359 -0.239 0.106
C -1.80255 -0.81791 1.90769 0.397 0.156 -0.168
O -0.76933 -0.17757 1.59752 -0.151 0.102 0.249
C -2.24124 -1.86477 0.92552 -0.161 -0.114 -0.094
C -3.24511 -2.81927 0.96920 0.029 0.064 0.047
C -3.31745 -3.70879 -0.10538 -0.025 -0.007 0.079
C -2.39884 -3.65663 -1.15887 0.163 0.029 -0.036
C -1.43979 -2.65524 -1.12031 -0.331 -0.123 0.147
N -1.42268 -1.79404 -0.11075 0.142 0.243 -0.119
C -0.28144 -2.30516 -2.00912 -0.049 0.039 0.088
O 0.06319 -2.92215 -3.06169 0.277 0.039 -0.227
O 0.40369 -1.31669 -1.64132 0.256 -0.029 -0.242
H -2.17930 0.02811 3.58993 0.174 0.087 -0.024
H -3.93925 -2.87571 1.79831 0.018 -0.027 0.010
H -4.08627 -4.47191 -0.10883 0.001 -0.001 -0.018
H -2.45228 -4.39143 -1.95237 0.003 0.026 -0.028
H -0.45466 -3.69252 -3.34990 -0.160 -0.057 0.072
O 0.25115 2.04520 0.28755 -0.411 0.273 0.017
O -0.44299 1.32830 -0.78695 0.097 0.498 -0.132
N 2.91948 3.28244 -0.66904 0.024 0.057 0.077
C 2.61347 2.01711 -0.80971 -0.133 -0.166 0.276
S 1.66878 1.31599 0.60456 0.506 -0.018 -0.492
N 2.84325 1.28998 -1.87083 -0.064 -0.131 0.044
C 3.34708 1.74984 -3.13714 0.289 0.260 -0.403
C 4.25756 0.94586 -3.81194 0.027 -0.068 0.218
C 4.74472 1.36128 -5.03922 0.014 0.087 -0.060
C 4.31496 2.56212 -5.59094 -0.042 0.019 0.035
C 3.37767 3.34212 -4.92439 0.055 -0.022 -0.054
C 2.88821 2.94267 -3.69266 -0.154 -0.128 0.202
H 2.72896 3.77478 0.19297 -0.007 0.019 -0.005
H 3.43164 3.78426 -1.38757 -0.017 -0.035 -0.090
H 2.74050 0.28858 -1.78887 -0.182 -0.023 0.020
H 4.60136 0.01354 -3.37739 0.015 0.026 0.010
H 5.47079 0.75359 -5.56104 -0.015 -0.020 0.001
H 4.69983 2.89078 -6.54657 0.012 -0.033 -0.003
H 3.01354 4.25762 -5.36984 0.022 0.008 0.006
H 2.11324 3.52441 -3.20774 0.005 0.030 -0.008
```
Positions in Å, forces in eV/Å.

The net charge is +3. For the largest force on an atom, the calculation gives 1.0 eV Å⁻¹. The value obtained for the electronic energy is -1796.6849 Ha.

***

# 5
Entry from OMol25: an isolated molecule of C12H13NO2 (wB97M-V/def2-TZVPD).

Structure (XYZ):
```
28
Properties=species:S:1:pos:R:3:forces:R:3
C -1.96170 2.50481 -1.94035 -0.487 -0.385 -2.287
C -0.76509 2.00226 -2.51804 -0.907 1.355 0.720
C -2.46328 1.92803 -0.77725 1.611 0.289 -0.616
C 0.02886 1.18119 -1.79686 -1.779 -1.205 1.080
C -1.65419 1.02546 -0.08464 0.900 -1.065 -0.641
C -0.42120 0.54373 -0.63670 -1.495 2.548 0.114
C -2.04249 0.50098 1.21057 3.386 -2.339 1.511
C -0.05822 -0.65484 1.35889 -4.680 2.202 -1.921
C 0.43160 -0.48006 -0.01080 1.903 -1.656 -0.476
C 1.88195 0.02016 -0.05959 -0.670 0.962 3.431
C 0.33956 -1.75787 -0.94911 0.265 1.062 0.160
C 1.61398 -1.79040 2.56059 -0.468 -0.936 -1.150
N 0.31376 -1.16743 2.43702 1.637 0.076 -0.954
O -2.74106 0.49121 2.14393 -0.232 0.591 -1.312
O -0.30457 -1.07627 3.50558 -1.281 -0.223 2.369
H -2.49526 3.17649 -2.66503 -0.022 -0.544 1.447
H -0.40780 2.27844 -3.50302 -0.302 0.458 0.071
H -3.39653 2.09708 -0.32504 -1.157 0.808 0.153
H 0.92068 0.86622 -2.18867 1.921 -0.629 -1.128
H 2.56599 -0.75656 0.18893 0.518 -0.572 0.033
H 1.96718 0.80855 0.77929 0.175 -0.861 -1.524
H 2.12261 0.39684 -0.99075 0.764 0.855 -1.581
H 0.23079 -1.46686 -2.00012 0.260 -0.057 0.209
H -0.54281 -2.23828 -0.66522 -1.638 -0.945 0.232
H 1.12572 -2.49786 -0.84076 0.429 0.265 0.191
H 2.20440 -1.79945 1.67922 0.402 0.605 -0.766
H 2.05699 -1.32277 3.36279 1.277 0.809 1.751
H 1.45012 -2.81281 2.72514 -0.328 -1.470 0.882
```
Positions in Å, forces in eV/Å.

The net charge is 0. For the largest force on an atom, the calculation gives 5.5 eV Å⁻¹. The value obtained for the electronic energy is -670.0862 Ha.